1.
12
Properties=species:S:1:pos:R:3:mulliken_charge:R:1 method="wB97M-V/def2-TZVPD" homo_lumo_gap_ev=8.6 smiles="[H]/N=c1/o[nH]cc1N" de_lowest_kcal_mol=93.89
H -1.958 1.217 0.151 0.18
N -1.114 1.700 0.003 -0.78
C -0.206 0.828 -0.002 0.43
O 1.106 1.004 -0.053 -0.28
N 1.699 -0.252 -0.021 -0.13
C 0.775 -1.198 -0.068 -0.73
C -0.416 -0.638 -0.025 0.81
N -1.653 -1.167 -0.101 -0.62
H 2.308 -0.265 0.820 0.24
H 1.210 -2.240 -0.027 0.33
H -1.618 -2.206 0.381 0.29
H -2.217 -0.458 0.503 0.25

***

2.
17
Properties=species:S:1:pos:R:3:mulliken_charge:R:1 method="wB97M-V/def2-TZVPD" homo_lumo_gap_ev=9.9 smiles=CB(O)N1C[C@H]1C de_lowest_kcal_mol=34.02
C 1.944 -1.397 0.182 -1.07
B 1.466 0.143 -0.176 0.57
O 2.463 1.101 -0.350 -0.61
N 0.303 0.793 0.232 -0.32
C -0.519 1.983 0.383 -0.31
C -1.202 0.636 0.435 0.17
C -1.951 -0.222 -0.506 -1.53
H 2.789 -1.258 0.924 0.29
H 2.217 -1.936 -0.704 0.32
H 1.254 -1.927 0.675 0.36
H 3.292 0.809 -0.205 0.27
H -0.692 2.568 -0.561 0.19
H -0.253 2.624 1.237 0.22
H -1.560 0.256 1.345 0.27
H -2.322 -1.068 -0.130 0.43
H -1.370 -0.376 -1.348 0.33
H -2.824 0.250 -0.818 0.42

***

3.
11
Properties=species:S:1:pos:R:3:mulliken_charge:R:1 method="wB97M-V/def2-TZVPD" homo_lumo_gap_ev=8.9 de_lowest_kcal_mol=95.36
N -1.952 -0.694 -0.180 -0.45
N -1.721 0.616 0.066 -0.39
C -0.389 0.943 -0.116 0.08
N 0.583 -0.070 0.011 -0.25
N 2.066 -0.237 -0.087 -0.64
H -1.219 -1.063 0.627 0.25
H -2.948 -0.754 -0.034 0.25
H -0.035 2.056 -0.024 0.30
H 0.481 -0.953 -0.423 0.36
H 2.611 -0.179 0.988 0.26
H 2.524 0.336 -0.828 0.23

***

4.
85
Properties=species:S:1:pos:R:3:mulliken_charge:R:1 method="wB97M-V/def2-TZVPD" homo_lumo_gap_ev=8.7 smiles=CCN(CC)CC.C1CCOC1.C1CCOC1.C1CCOC1.CO.CO.CO.CO
C 3.507 -1.573 0.003 -1.55
C 2.212 -2.165 -0.561 0.44
N 2.285 -3.585 -0.883 0.22
C 1.099 -3.925 -1.709 -0.16
C 1.463 -3.764 -3.183 -0.86
C 2.395 -4.403 0.339 -0.22
C 2.882 -5.813 -0.008 -1.42
H 3.465 -0.485 0.093 0.33
H 4.389 -1.799 -0.594 0.36
H 3.644 -1.903 1.037 0.43
H 1.353 -1.886 0.067 -0.20
H 2.056 -1.636 -1.506 -0.10
H 0.715 -4.909 -1.433 0.54
H 0.284 -3.233 -1.450 -0.11
H 2.078 -4.597 -3.526 0.34
H 0.574 -3.754 -3.820 0.37
H 2.023 -2.842 -3.316 -0.11
H 1.429 -4.406 0.861 0.14
H 3.121 -3.920 0.987 0.41
H 2.991 -6.301 0.972 0.44
H 3.844 -5.737 -0.502 0.35
H 2.135 -6.456 -0.470 0.32
C -3.536 1.371 3.708 -0.32
C -2.829 2.703 4.014 -0.02
C -4.026 3.671 3.938 -0.35
O -5.210 2.923 4.053 -0.44
C -4.882 1.572 4.405 -0.53
H -3.116 0.510 4.243 0.27
H -3.610 1.296 2.623 0.11
H -1.967 2.958 3.407 -0.13
H -2.427 2.612 5.032 0.32
H -3.956 4.174 2.968 0.16
H -4.010 4.441 4.717 0.27
H -5.684 0.948 4.021 0.34
H -4.743 1.491 5.490 0.29
C -0.172 5.226 0.524 -0.70
C -0.250 3.864 -0.222 -0.22
C -1.459 3.190 0.408 0.63
O -2.072 4.163 1.260 -0.36
C -1.605 5.473 0.899 -0.54
H 0.314 5.952 -0.126 0.40
H 0.400 5.048 1.437 0.23
H 0.704 3.363 -0.073 0.11
H -0.399 4.113 -1.275 0.20
H -1.071 2.451 1.114 -0.59
H -2.007 2.699 -0.398 0.18
H -1.705 6.102 1.781 0.37
H -2.183 5.881 0.064 0.26
C 1.427 2.031 -4.007 -0.69
C 1.571 0.611 -4.504 -0.16
C 2.999 0.209 -4.125 -0.21
O 3.390 1.095 -3.074 -0.49
C 2.309 1.928 -2.714 0.31
H 0.441 2.395 -3.731 0.32
H 1.940 2.692 -4.707 0.34
H 1.482 0.469 -5.586 0.42
H 0.825 -0.059 -4.069 -0.18
H 3.641 0.238 -5.005 0.36
H 2.981 -0.809 -3.726 -0.08
H 2.615 2.958 -2.529 0.38
H 1.704 1.509 -1.908 -0.30
C -0.127 -2.898 2.933 -0.47
O 1.075 -2.144 3.018 -0.45
H -0.925 -2.570 3.603 0.27
H -0.459 -2.734 1.908 0.04
H 0.022 -3.968 3.077 0.38
H 1.638 -2.412 3.750 0.23
C 0.747 1.283 3.043 -0.61
O 1.255 0.428 2.023 -0.33
H 0.835 2.341 2.817 0.20
H -0.312 1.037 3.189 0.12
H 1.226 1.076 4.003 0.38
H 1.067 -0.484 2.335 0.26
C -2.471 -2.104 -3.730 -0.33
O -2.461 -1.932 -5.134 -0.52
H -1.560 -1.678 -3.293 -0.09
H -3.389 -1.666 -3.331 0.38
H -2.437 -3.142 -3.396 0.27
H -2.702 -1.031 -5.350 0.29
C -1.475 -0.427 -0.229 -0.10
O -0.244 0.200 -0.583 -0.07
H -2.093 0.144 0.468 -0.08
H -1.991 -0.547 -1.186 0.04
H -1.213 -1.448 0.083 0.10
H 0.225 0.311 0.262 0.11

***

5.
48
Properties=species:S:1:pos:R:3:mulliken_charge:R:1 method="wB97M-V/def2-TZVPD" homo_lumo_gap_ev=8.4 de_lowest_kcal_mol=151.38
C -1.615 -1.526 1.861 0.53
C -0.569 -1.380 0.772 -0.05
C -2.713 -0.568 1.852 -1.18
C -3.342 -0.281 0.563 -0.03
C -3.543 0.975 0.106 -0.12
C -3.927 -1.267 -0.250 -0.10
C -4.273 1.276 -1.056 -0.82
C -4.541 -1.090 -1.458 -0.77
C -4.801 0.170 -1.829 0.84
C 0.313 0.954 1.266 0.85
C 0.174 2.387 0.507 0.20
C 1.743 0.794 1.823 -1.07
C 2.869 0.702 0.767 0.29
C 3.502 1.828 0.251 -0.81
C 3.452 -0.373 -0.030 0.47
C 4.296 0.251 -1.014 -0.15
C 3.127 -1.768 -0.215 0.04
C 4.952 -0.499 -1.926 -0.66
C 3.783 -2.483 -1.227 -0.98
C 4.676 -1.868 -2.040 -0.28
H 0.109 -2.000 3.135 0.36
H -1.348 -0.670 3.822 0.37
H -1.975 -2.567 1.541 0.36
H -2.245 0.384 2.147 0.48
H -3.399 -1.019 2.706 0.29
H -3.188 1.860 0.594 0.45
H -3.738 -2.432 -0.102 0.10
H -4.276 2.369 -1.420 0.21
H -4.879 -2.002 -1.957 0.41
H -5.625 1.184 -3.142 0.31
H 0.841 -0.244 -0.087 0.11
H -0.248 1.074 2.156 0.29
H 1.991 1.534 2.649 0.46
H 1.577 -0.164 2.367 0.35
H 3.622 2.885 0.472 0.47
H 4.781 2.187 -1.435 0.29
H 2.472 -2.212 0.630 0.23
H 5.835 -0.173 -2.462 0.35
H 3.447 -3.479 -1.381 0.43
H 5.084 -2.288 -2.980 0.31
H -0.817 1.640 -0.751 0.43
N -1.154 -1.792 3.205 -0.69
N -0.152 -0.052 0.285 -0.23
N 4.371 1.545 -0.747 -0.03
O -0.069 -2.463 0.360 -0.61
O -5.350 0.257 -3.063 -0.52
O 0.716 3.310 1.144 -0.61
O -0.401 2.499 -0.697 -0.54

***

6.
19
Properties=species:S:1:pos:R:3:mulliken_charge:R:1 method="wB97M-V/def2-TZVPD" homo_lumo_gap_ev=6.3 total_charge=-1 de_lowest_kcal_mol=49.51
C -0.567 0.961 1.997 -0.77
N 0.605 0.485 1.110 -0.41
C 0.416 -0.834 0.408 0.52
C 0.386 -0.601 -1.135 -0.90
S -1.424 -0.619 -1.805 -0.69
C 1.565 -1.739 0.718 -1.73
H -1.389 0.887 1.297 0.28
H -0.530 1.921 2.531 0.25
H -0.597 0.241 2.839 0.24
H 1.532 0.334 1.543 0.25
H -0.518 -1.381 0.539 0.27
H 1.128 -1.330 -1.577 0.29
H 0.939 0.406 -1.371 0.21
H 1.492 -2.312 1.741 0.32
H 1.577 -2.641 0.171 0.55
H 2.629 -1.429 0.758 0.37
H -2.144 2.024 -2.776 0.29
H -2.410 2.952 -3.929 0.28
O -2.691 2.677 -3.061 -0.62